(1)
41
Properties=species:S:1:pos:R:3:lowdin_spin:R:1 method="wB97M-V/def2-TZVPD" e_tot_ha=-960.52466 homo_lumo_gap_ha="0.331 / 0.281" e_homo_ha="-0.3091 / -0.3091" spin_multiplicity=2
H 3.224 3.586 0.880 0.00
H -1.825 1.678 2.446 0.00
H 3.863 1.659 1.400 0.00
H -1.265 0.516 -0.724 0.00
H 1.728 3.999 -0.093 0.00
H -2.490 0.889 0.928 0.00
H 1.689 3.952 1.736 0.00
H -1.112 -4.367 -2.482 0.00
H 2.968 0.938 -0.611 0.00
C 0.263 -0.533 2.240 0.00
C -0.272 0.582 1.273 0.03
H 2.020 2.263 -1.259 0.00
H 2.788 1.815 2.836 0.00
H -0.482 -1.335 2.393 0.00
O -0.327 2.744 0.743 0.60
N -1.828 -2.358 -2.456 0.00
C 0.873 0.428 -1.122 0.00
C -1.971 -3.719 -2.424 0.00
C -0.364 0.118 -0.215 0.01
N 0.396 1.891 1.439 0.32
C 2.878 1.371 1.822 0.00
C 2.120 3.513 0.812 0.00
H 1.191 -1.014 1.880 0.00
C 1.762 1.962 0.879 0.03
C -3.061 -1.768 -2.362 0.00
H -5.065 -2.617 -2.198 0.00
F 0.366 1.028 -2.269 0.00
H -0.531 -0.984 -0.183 0.00
C -4.000 -2.762 -2.279 0.00
N 2.754 -1.909 0.075 0.00
H -0.953 -1.868 -2.535 0.00
H -2.104 -0.057 2.377 0.00
C 2.024 -1.497 -0.676 0.00
C -1.772 0.807 1.761 0.00
H -3.161 -0.694 -2.365 0.00
O 1.426 -0.829 -1.626 0.00
H 2.857 0.268 1.878 0.00
H 0.488 -0.104 3.240 0.00
C 1.955 1.396 -0.569 0.01
H -3.742 -4.986 -2.272 0.00
C -3.308 -4.001 -2.318 0.00

(2)
91
Properties=species:S:1:pos:R:3:mulliken_charge:R:1 method="wB97M-V/def2-TZVPD" e_tot_ha=-7089.61653 homo_lumo_gap_ha=0.262 e_homo_ha=-0.1963 spin_multiplicity=1 charge=-1
H 2.775 -2.694 -7.139 0.31
C -2.208 1.327 -0.538 -0.59
H 8.358 -3.101 1.230 0.22
H 0.651 0.202 0.937 0.12
O 3.575 -3.070 -5.259 -0.26
H -5.514 4.928 -0.371 0.29
O 7.249 -1.739 2.333 -0.26
H -3.981 2.278 0.209 -0.12
O 6.123 0.463 0.516 -0.48
C -8.113 5.156 1.066 -0.10
C 0.667 -1.918 -0.214 -0.62
C -3.708 1.394 -0.380 -0.04
C 7.372 -3.438 -1.852 -0.60
H -8.792 1.095 2.862 0.44
C 4.980 -0.375 0.607 -0.20
H 3.675 -4.192 -3.135 0.26
H -5.563 1.233 1.482 0.33
H 7.361 -2.591 -1.155 0.10
Br -6.007 6.255 2.743 -0.23
Al -8.806 3.946 -0.449 0.57
H 1.944 1.081 2.916 0.09
H 2.077 -1.866 -4.495 0.33
H 2.999 -4.126 -1.495 0.43
H -2.300 -0.028 1.654 0.26
H 4.953 -1.781 -3.504 0.33
C 3.731 -3.679 -2.172 -0.69
C -1.368 0.537 1.570 -0.54
H 7.509 -3.714 2.670 0.23
O 3.884 0.380 2.626 -0.31
H -10.416 4.048 -0.504 -0.41
H 3.149 -4.385 -6.735 0.23
H 0.058 -0.958 2.152 0.49
H 8.693 -0.276 2.537 0.44
H -6.213 0.728 -0.084 0.28
H -10.818 1.940 3.583 0.32
C 7.896 -0.581 1.843 -0.56
O 3.353 -2.319 -2.286 -0.09
H 1.383 -1.182 -0.596 0.23
C 8.073 -2.876 2.265 -0.68
H -8.045 4.432 -1.792 -0.40
H -11.285 1.971 1.884 0.29
H 5.185 -3.198 -0.682 -0.10
H -8.430 2.726 2.337 0.14
H -5.868 -0.494 1.169 0.35
C -0.219 -0.392 1.249 -0.32
H 3.202 2.331 2.813 0.35
O -0.528 -1.304 0.210 -0.44
C 3.884 -1.593 -3.383 -0.58
H -1.915 0.356 -0.947 0.25
H 8.989 -2.746 2.854 0.33
C -10.544 2.333 2.601 -1.03
H 0.429 -2.616 -1.014 0.33
H -4.172 1.495 -1.372 0.48
H 8.358 -0.792 0.868 0.30
C -5.803 4.414 0.549 -0.70
O 6.122 -3.603 -2.477 -0.31
H 3.740 -0.541 -3.126 0.41
C 3.159 -1.847 -4.685 -0.79
H 5.209 -1.294 1.153 0.25
O -4.207 0.234 0.260 -0.41
H 4.723 -0.636 -0.422 0.23
H 1.719 -3.594 -6.028 0.32
C -9.128 1.896 2.195 -0.25
H 1.142 -2.466 0.611 0.36
H -4.901 4.256 1.142 0.52
C 6.914 0.558 1.687 -0.45
C 3.773 0.300 1.216 -0.17
H -1.913 2.107 -1.243 0.42
H 7.492 1.478 1.576 0.40
H 3.367 -1.018 -5.377 0.47
C 2.759 -3.448 -6.342 -0.78
C -6.815 5.212 1.333 0.23
H 6.291 0.641 2.581 0.21
Br -9.345 6.164 2.116 -0.23
H 3.095 1.291 4.254 0.26
H -8.447 0.447 0.731 0.17
H 2.884 -0.288 0.952 -0.10
H -10.640 3.418 2.639 0.16
H 3.663 1.306 0.790 0.44
H 7.667 -4.338 -1.298 0.31
H -1.152 0.999 2.537 0.41
C 5.094 -3.871 -1.545 -0.10
C -8.966 1.417 0.735 -0.45
C -5.532 0.442 0.725 -0.75
O -1.494 1.611 0.658 -0.46
H 8.106 -3.249 -2.633 0.32
C 2.982 1.319 3.172 -0.60
H 5.178 -4.905 -1.181 0.50
H -9.972 1.232 0.320 0.39
H -6.230 3.445 0.283 -0.09
O -8.255 2.295 -0.091 -0.63

(3)
8
Properties=species:S:1:pos:R:3:mulliken_charge:R:1 method="wB97M-V/def2-TZVPD" e_tot_ha=-333.11234 homo_lumo_gap_ha="0.277 / 0.277" e_homo_ha="-0.5872 / -0.5866" de_lowest_kcal_mol=225.3 spin_multiplicity=1 charge=+1
N -0.072 -0.890 -0.428 -0.14
H -0.167 -1.859 -0.051 0.34
N -0.195 0.148 0.200 0.15
C 0.364 -0.959 -1.756 0.27
C -0.120 1.166 0.892 0.46
N -1.028 1.114 2.889 0.08
N 0.851 -1.070 -2.790 -0.13
C 0.366 2.350 1.044 -0.03

(4)
87
Properties=species:S:1:pos:R:3:lowdin_spin:R:1 method="wB97M-V/def2-TZVPD" e_tot_ha=-2201.21853 homo_lumo_gap_ha="0.312 / 0.336" e_homo_ha="-0.3057 / -0.3346" spin_multiplicity=3
H 2.838 -4.571 3.873 0.00
H 0.354 5.881 -5.034 0.00
H 0.736 0.603 0.726 0.00
C -0.496 7.597 -1.476 0.00
N 1.308 -4.304 2.551 0.00
H -3.967 -1.431 2.621 0.00
C -1.900 -1.128 1.930 0.03
C 1.633 -4.828 1.195 0.00
C 3.295 -6.625 -2.091 0.00
H 1.722 -5.346 -1.402 0.00
H -3.855 5.255 -1.708 0.00
C 0.516 -5.244 3.256 0.00
H -1.331 1.583 2.757 0.00
H 0.372 1.288 3.024 0.00
H 1.462 6.714 -1.620 0.00
N -1.319 5.236 -3.027 0.35
H 2.215 -7.274 2.834 0.00
C 0.644 6.367 -4.101 0.00
H -3.219 0.019 3.282 0.00
H -3.318 7.151 -4.574 0.00
H 2.254 -2.994 3.753 0.00
H -2.315 2.432 -0.317 0.00
C -0.210 1.104 0.959 0.01
H -2.255 8.316 -3.795 0.00
C -2.295 6.344 -2.801 0.03
C 4.579 -7.070 -1.850 0.00
H -1.666 0.186 -2.038 0.00
H 0.303 5.751 -0.732 0.00
C -1.931 -2.625 2.237 0.00
O 2.829 -4.283 0.692 0.00
N -1.706 -0.861 0.473 0.35
H 0.496 -7.706 2.877 0.00
H -3.407 1.054 -0.347 0.00
H -2.184 6.576 -0.655 0.00
H 1.691 -5.927 1.222 0.00
O -0.679 -5.287 3.074 0.00
S 1.807 -8.661 4.715 0.00
H -4.417 6.663 -2.587 0.00
C -3.724 5.822 -2.629 0.00
H -2.600 8.045 -1.503 0.00
O -0.790 -1.669 0.025 0.56
C 1.343 -7.396 3.499 0.00
C 0.134 5.571 -2.882 0.03
H -1.041 -0.601 3.841 0.00
C 4.705 -5.603 0.045 0.00
H 2.813 -9.337 4.078 0.00
H 0.294 7.398 -4.124 0.00
H 5.011 -7.824 -2.497 0.00
C -2.367 7.262 -4.053 0.00
O 1.104 -6.155 4.132 0.00
O -1.595 4.270 -2.204 0.55
C -0.785 -0.511 2.783 0.02
H -1.620 7.023 -4.805 0.00
H 2.713 -6.995 -2.928 0.00
H -4.014 5.186 -3.467 0.00
H 0.794 3.687 -3.747 0.00
C -1.329 0.535 0.083 0.03
O 2.285 -7.973 5.869 0.00
H -0.748 1.645 -1.685 0.00
C 0.993 4.307 -2.871 0.00
C -2.544 1.481 0.167 0.00
H 0.035 0.084 -1.573 0.00
H 0.775 -4.589 0.554 0.00
H 0.832 3.700 -1.981 0.00
H -2.835 1.726 1.188 0.00
C -0.902 0.608 -1.383 0.00
H 2.050 4.573 -2.885 0.00
H 0.139 -1.085 2.645 0.00
H -2.674 -3.139 1.624 0.00
H -2.192 -2.786 3.284 0.00
H -0.970 -3.102 2.077 0.00
H -0.308 8.087 -0.518 0.00
N 2.431 -3.862 3.275 0.00
C -0.494 0.948 2.451 0.00
H 6.275 -6.890 -0.616 0.00
H -0.280 8.342 -2.248 0.00
C -3.291 -0.607 2.391 0.00
C 5.265 -6.534 -0.795 0.00
C 2.737 -5.702 -1.252 0.00
H -3.812 -0.039 1.626 0.00
C 3.418 -5.191 -0.168 0.00
H 5.304 -5.216 0.863 0.00
H 1.733 6.420 -4.089 0.00
C 0.420 6.385 -1.617 0.01
H -0.061 2.161 0.724 0.00
C -1.956 7.165 -1.550 0.02
O 0.740 -9.581 4.949 0.00